w:
Molecular formula: CH4NOP
Method: DFT, the ωB97M-V functional and the def2-TZVPD basis

Results
- molar mass (Da) = 77.0
- highest occupied orbital energy (eV) = -10.0
- LUMO energy (eV) = 0.31
- SMILES string = CNP=O
- total charge = 0

```
8
CH4NOP the ωB97M-V functional and the def2-TZVPD basis
C -0.24 0.20 0.10
N 1.20 0.05 0.15
O 3.52 0.85 0.52
P 2.13 1.29 0.78
H -0.25 1.28 0.43
H -0.70 0.13 -0.91
H -0.69 -0.39 0.95
H 1.72 -0.69 -0.24
```

---

x:
Molecular formula: CH4NOP
Method: DFT, the ωB97M-V functional and the def2-TZVPD basis

Results
- molar mass (Da) = 77.0
- highest occupied orbital energy (eV) = -10.1
- LUMO energy (eV) = 0.70
- SMILES string = O=CNP
- total charge = 0

```
8
CH4NOP the ωB97M-V functional and the def2-TZVPD basis
C 1.14 0.14 0.02
N -0.11 0.61 0.16
O 1.38 -1.04 0.04
P -1.51 -0.41 0.16
H 1.92 0.92 -0.07
H -0.40 1.78 0.02
H -0.98 -1.38 -0.70
H -1.14 -1.16 1.28
```

---

Energy ordering: w at the bottom, the next structure 113.7 kJ/mol above.

---

w:
Molecular formula: C4H5ClO
Method: DFT, the ωB97M-V functional and the def2-TZVPD basis

Results
- molar mass (Da) = 104.5
- highest occupied orbital energy (eV) = -9.8
- LUMO energy (eV) = 0.83
- SMILES string = O=C1CC(Cl)C1
- total charge = 0

```
11
C4H5ClO the ωB97M-V functional and the def2-TZVPD basis
C 0.78 -0.06 0.41
C -0.11 1.11 -0.09
C -1.23 0.02 -0.11
C -0.10 -1.10 -0.10
H 0.85 0.00 1.48
H 0.01 1.43 -1.15
H -0.16 1.99 0.53
H -0.22 -2.05 0.42
H 0.13 -1.32 -1.19
O -2.42 -0.02 -0.05
Cl 2.48 0.00 -0.13
```

---

x:
Molecular formula: C4H5ClO
Method: DFT, the ωB97M-V functional and the def2-TZVPD basis

Results
- molar mass (Da) = 104.5
- highest occupied orbital energy (eV) = -10.0
- LUMO energy (eV) = -0.25
- total charge = 0

```
11
C4H5ClO the ωB97M-V functional and the def2-TZVPD basis
C 1.77 -0.40 -0.56
C 0.45 0.10 -0.04
C -0.69 0.38 0.14
C -2.08 0.73 0.16
H 1.71 -0.59 1.69
H 1.65 -1.61 -0.93
H 2.41 0.28 -1.33
H -2.48 1.19 1.05
H -2.24 1.27 -0.85
O 2.67 -0.55 0.58
Cl -3.16 -0.81 0.07
```

---

Energy ordering: w at the bottom, the next structure 463.5 kJ/mol above.

---

w:
Molecular formula: C2H2N2O4
Method: DFT, the ωB97M-V functional and the def2-TZVPD basis

Results
- molar mass (Da) = 118.0
- highest occupied orbital energy (eV) = -9.8
- LUMO energy (eV) = -0.77
- total charge = 0

```
10
C2H2N2O4 the ωB97M-V functional and the def2-TZVPD basis
C 0.63 0.06 -0.88
C -0.02 -1.02 0.91
H -0.40 1.67 -1.08
H -0.96 1.53 1.06
N 1.45 -0.96 -0.78
N -0.16 0.13 0.28
O 0.15 0.71 -1.91
O 1.15 -1.53 0.51
O -0.66 -1.62 1.72
O -1.18 1.02 0.16
```

---

x:
Molecular formula: C2H2N2O4
Method: DFT, the ωB97M-V functional and the def2-TZVPD basis

Results
- molar mass (Da) = 118.0
- highest occupied orbital energy (eV) = -10.0
- LUMO energy (eV) = 0.16
- total charge = 0

```
10
C2H2N2O4 the ωB97M-V functional and the def2-TZVPD basis
C 0.71 1.34 0.12
C -3.43 -0.24 -0.08
N -0.05 2.16 -0.16
N 2.34 -1.93 0.19
O -4.29 -0.33 0.68
O 2.87 -0.64 0.09
O -2.53 -0.07 -0.75
O 3.18 -2.75 0.16
H -0.84 2.62 -0.53
H 2.03 -0.16 0.29
```

---

Energy ordering: x at the bottom, the next structure 232.9 kJ/mol above.

---

w:
Molecular formula: C2H5NOP2
Method: DFT, the ωB97M-V functional and the def2-TZVPD basis

Results
- molar mass (Da) = 121.0
- highest occupied orbital energy (eV) = -9.1
- LUMO energy (eV) = 0.88
- total charge = 0

```
11
C2H5NOP2 the ωB97M-V functional and the def2-TZVPD basis
C -0.74 -0.27 -1.07
C -0.43 -0.03 0.42
N 1.03 0.05 0.59
O -0.30 1.10 -1.35
P 0.25 1.52 0.10
P 1.94 -0.61 -0.72
H 0.20 -0.77 -1.46
H -1.70 -0.56 -1.46
H -1.02 -0.17 1.26
H 2.82 0.52 -0.64
H 2.79 -1.00 0.28
```

---

x:
Molecular formula: C2H5NOP2
Method: DFT, the ωB97M-V functional and the def2-TZVPD basis

Results
- molar mass (Da) = 121.0
- highest occupied orbital energy (eV) = -8.5
- LUMO energy (eV) = -0.74
- SMILES string = P/N=P/[C@H]1CO1
- total charge = 0

```
11
C2H5NOP2 the ωB97M-V functional and the def2-TZVPD basis
C 2.41 -0.40 0.33
C 1.21 -0.50 -0.45
N -1.44 -0.73 -0.55
O 2.18 -1.55 -0.44
P -0.28 -1.20 0.49
P -3.08 -0.64 -0.05
H 3.10 0.35 -0.11
H 2.33 -0.58 1.41
H 0.95 0.07 -1.30
H -2.88 0.82 0.22
H -3.65 -0.46 -1.25
```

---

Energy ordering: x at the bottom, the next structure 28.5 kJ/mol above.

---

w:
Molecular formula: C2H8N3O
Method: DFT, the ωB97M-V functional and the def2-TZVPD basis

Results
- molar mass (Da) = 90.1
- highest occupied orbital energy (eV) = -14.1
- LUMO energy (eV) = -3.01
- total charge = +1

```
14
C2H8N3O the ωB97M-V functional and the def2-TZVPD basis
C 0.27 0.38 2.15
N 1.21 0.15 3.08
O 0.33 -0.02 1.00
H -0.57 0.96 2.54
H 0.99 0.10 4.06
H 2.10 -0.20 2.78
N 0.45 0.23 -1.78
C -0.58 -0.11 -2.51
N -1.70 -0.63 -2.10
H 0.53 0.13 -0.77
H 1.23 0.68 -2.23
H -0.52 0.13 -3.56
H -2.50 -0.68 -2.71
H -1.88 -0.76 -1.11
```

---

x:
Molecular formula: C2H8N3O
Method: DFT, the ωB97M-V functional and the def2-TZVPD basis

Results
- molar mass (Da) = 90.1
- highest occupied orbital energy (eV) = -15.1
- LUMO energy (eV) = -3.18
- SMILES string = NC(N)=[NH+]CO
- total charge = +1

```
14
C2H8N3O the ωB97M-V functional and the def2-TZVPD basis
C -0.88 -0.13 0.09
C 1.57 0.66 0.33
N -2.17 0.26 -0.09
N -0.56 -1.39 0.07
N 0.02 0.81 -0.03
O 2.05 -0.49 -0.23
H 2.17 1.53 -0.06
H 1.53 0.57 1.41
H -2.99 -0.39 0.14
H -2.28 1.00 -0.74
H -1.01 -2.27 -0.02
H 0.44 -1.65 0.17
H -0.16 1.86 0.09
H 2.28 -0.36 -1.12
```

---

Energy ordering: w at the bottom, the next structure 130.2 kJ/mol above.

---

w:
Molecular formula: C9H19N2
Method: DFT, the ωB97M-V functional and the def2-TZVPD basis

Results
- molar mass (Da) = 155.3
- highest occupied orbital energy (eV) = -13.4
- LUMO energy (eV) = -3.44
- SMILES string = CC[N+]1=CCCC(C)(C)N1C
- total charge = +1

```
30
C9H19N2 the ωB97M-V functional and the def2-TZVPD basis
C -0.95 -1.73 -0.10
C 0.30 -2.29 0.29
C 1.46 -1.41 0.66
C 1.39 0.06 0.00
C 1.71 0.12 -1.49
C 2.49 0.82 0.80
C -3.16 0.78 0.57
C -0.25 1.93 0.03
C -2.37 0.11 -0.59
N 0.03 0.59 0.35
N -1.15 -0.50 -0.24
H -1.66 -2.50 -0.40
H 0.25 -3.14 1.08
H 0.50 -2.85 -0.72
H 1.32 -1.22 1.73
H 2.36 -1.89 0.26
H 1.93 -0.83 -1.96
H 2.64 0.80 -1.52
H 0.85 0.66 -1.97
H 2.72 1.80 0.41
H 3.41 0.10 0.79
H 2.19 0.94 1.78
H -2.59 1.53 1.05
H -4.12 1.20 0.15
H -3.32 -0.11 1.23
H 0.56 2.42 0.78
H -0.13 2.10 -1.01
H -1.23 2.23 0.37
H -2.22 0.98 -1.36
H -2.99 -0.73 -0.96
```

---

x:
Molecular formula: C9H19N2
Method: DFT, the ωB97M-V functional and the def2-TZVPD basis

Results
- molar mass (Da) = 155.3
- highest occupied orbital energy (eV) = -11.8
- LUMO energy (eV) = -5.05
- total charge = +1

```
30
C9H19N2 the ωB97M-V functional and the def2-TZVPD basis
C -1.28 1.72 0.04
C -0.91 0.60 0.69
C 2.43 0.36 0.21
C -1.87 2.85 0.75
C -0.45 0.18 -2.51
C -1.22 -2.61 1.25
C -0.25 -0.82 -1.35
C 0.00 -1.71 0.95
C -0.39 -0.55 0.13
N 3.24 0.19 -0.81
N 3.00 0.64 1.38
H -1.10 2.07 -0.90
H -1.06 0.68 1.71
H -2.62 3.46 0.23
H -1.10 3.35 1.19
H -2.33 2.54 1.63
H 0.16 0.98 -2.45
H -1.50 0.67 -2.49
H -0.16 -0.23 -3.38
H -0.89 -3.59 1.57
H -1.86 -2.38 2.07
H -2.00 -2.68 0.38
H 0.77 -1.34 -1.29
H -1.03 -1.70 -1.67
H 0.84 -2.16 0.50
H 0.55 -1.22 1.73
H 2.93 0.33 -1.72
H 4.19 0.12 -0.55
H 2.55 0.38 2.21
H 4.07 0.63 1.46
```

---

Energy ordering: w at the bottom, the next structure 106.4 kJ/mol above.